Entry 1:
# C4H10F2NSSi

An isolated ion of composition C4H10F2NSSi and charge +1 (ωB97M-V/def2-TZVPD, the Open Molecules 2025 dataset).

multiplicity = 1
LUMO level (spin up / spin down) = -8.1 / -4.6 eV
electronic energy = -1100.34434 hartree
energy relative to the best compared isomer or geometry (same formula, charge and spin) = 2.000 eV
E_HOMO (spin up / spin down) = -13.10 / -14.23 eV
net charge = +1
Kohn-Sham gap (spin up / spin down) = 5.00 / 9.63 eV

Geometry as XYZ:
```
19
C4H10F2NSSi (ωB97M-V/def2-TZVPD)
C 0.592 -1.088 -0.578
C 2.450 1.487 -0.876
C -0.632 -0.711 0.220
C -2.191 1.153 0.668
N -1.209 0.493 -0.142
F 3.397 -1.120 -0.212
F 1.990 0.062 1.547
Si 2.178 -0.126 -0.024
S -1.912 -2.163 -0.087
H 0.829 -2.142 -0.413
H 0.392 -0.976 -1.643
H 2.913 1.534 -1.848
H 2.032 2.413 -0.523
H -0.467 -0.751 1.296
H -3.185 1.123 0.210
H -2.237 0.686 1.651
H -1.911 2.203 0.792
H -1.249 0.694 -1.132
H -1.781 -2.767 1.095
```

Entry 2:
# C20H32ClN3O2S

One molecule with the formula C20H32ClN3O2S (ωB97M-V/def2-TZVPD, the Open Molecules 2025 dataset).

multiplicity = 1
LUMO level = 0.4 eV
electronic energy = -1954.39960 hartree
SMILES string = CCCCCCNC(=O)[C@H](c1cc(C)cc(Cl)c1)N1CCC[S@@](=N)(=O)CC1
energy relative to the best compared isomer or geometry (same formula, charge and spin) = 0.082 eV
E_HOMO = -9.00 eV
net charge = 0
Kohn-Sham gap = 9.41 eV

Geometry as XYZ:
```
59
C20H32ClN3O2S (ωB97M-V/def2-TZVPD)
C -4.205 3.196 0.100
C -2.713 2.988 -0.126
C -2.280 1.545 0.100
C -0.782 1.349 -0.104
C -0.293 -0.099 -0.002
C -0.958 -0.898 1.106
N -0.361 -2.221 1.193
C -0.669 -3.068 2.202
O -1.351 -2.739 3.153
C -0.123 -4.492 2.017
C -1.243 -5.302 1.386
C -2.402 -5.546 2.110
C -3.453 -6.264 1.552
C -4.700 -6.529 2.351
C -3.331 -6.735 0.248
C -2.173 -6.485 -0.467
Cl -2.030 -7.081 -2.095
C -1.123 -5.774 0.086
N 0.309 -5.073 3.275
C 0.750 -6.451 3.062
C 1.469 -7.096 4.247
C 2.991 -7.007 4.180
S 3.706 -5.415 4.507
N 3.475 -5.251 6.002
O 5.027 -5.352 3.909
C 2.699 -4.271 3.556
C 1.238 -4.233 4.020
H -4.495 4.234 -0.067
H -4.793 2.572 -0.576
H -4.485 2.931 1.121
H -2.448 3.288 -1.144
H -2.143 3.641 0.542
H -2.562 1.246 1.114
H -2.839 0.891 -0.580
H -0.490 1.753 -1.077
H -0.257 1.953 0.643
H -0.487 -0.610 -0.953
H 0.790 -0.110 0.145
H -0.837 -0.408 2.075
H -2.033 -0.990 0.932
H 0.119 -2.583 0.386
H 0.708 -4.451 1.287
H -2.473 -5.159 3.120
H -5.474 -6.990 1.739
H -4.489 -7.196 3.188
H -5.098 -5.602 2.765
H -4.134 -7.295 -0.213
H -0.222 -5.602 -0.491
H -0.135 -7.039 2.818
H 1.409 -6.522 2.176
H 1.103 -6.706 5.198
H 1.227 -8.160 4.240
H 3.466 -7.643 4.927
H 3.362 -7.292 3.194
H 3.815 -4.355 6.342
H 3.203 -3.316 3.721
H 2.821 -4.525 2.501
H 0.868 -3.212 3.981
H 1.210 -4.512 5.074
```

Entry 3:
# C2H2NO3S

An isolated ion of composition C2H2NO3S and charge +1 (ωB97M-V/def2-TZVPD, the Open Molecules 2025 dataset).

multiplicity = 1
LUMO level = -7.3 eV
electronic energy = -755.64066 hartree
energy relative to the best compared isomer or geometry (same formula, charge and spin) = 0.520 eV
E_HOMO = -15.28 eV
net charge = +1
Kohn-Sham gap = 8.02 eV

Geometry as XYZ:
```
9
C2H2NO3S (ωB97M-V/def2-TZVPD)
C -0.185 0.414 0.907
C 0.894 0.669 -0.225
N -0.495 -2.050 -0.446
O -0.877 -3.132 -0.412
O 1.971 0.282 0.062
O 0.511 1.376 -1.320
S -1.070 -0.917 1.140
H -0.395 1.396 1.615
H -0.354 1.964 -1.322
```

Entry 4:
# C10H27BrF6N2NaO4P2SSi

C10H27BrF6N2NaO4P2SSi as an isolated structure (ωB97M-V/def2-TZVPD, the Open Molecules 2025 dataset).

multiplicity = 1
LUMO level = -0.4 eV
electronic energy = -5513.33867 hartree
E_HOMO = -2.72 eV
net charge = -1
Kohn-Sham gap = 2.36 eV

Geometry as XYZ:
```
55
C10H27BrF6N2NaO4P2SSi (ωB97M-V/def2-TZVPD)
N -3.193 -4.529 1.714
P -3.660 -4.364 0.197
Si -2.527 -2.684 -0.863
P -1.889 -3.564 -2.878
S -0.459 -2.554 -3.857
H -2.455 -3.855 1.892
H -5.000 -4.014 0.058
H -3.462 -5.542 -0.548
H -3.447 -1.547 -1.054
H -1.330 -2.256 -0.120
H -1.490 -4.886 -2.616
H -3.105 -3.676 -3.570
O -0.406 1.095 -4.299
H 0.439 0.911 -4.737
H -0.711 0.200 -4.140
O -0.089 3.391 -5.747
H -0.784 3.843 -6.253
H 0.634 3.087 -6.325
H -0.465 2.621 -5.223
F -5.290 -6.140 0.338
F 0.446 -1.497 -6.115
N -3.257 -8.179 0.748
H -4.117 -8.471 0.277
H -2.488 -8.154 0.083
H -3.418 -7.228 1.110
H -3.029 -8.808 1.514
C -0.701 2.989 -0.412
C -1.381 1.775 -0.448
C -1.822 1.180 0.724
C -1.620 1.801 1.954
C -0.969 3.025 1.982
C -0.516 3.623 0.809
H -0.366 3.450 -1.330
H -1.554 1.292 -1.406
H -2.336 0.223 0.679
H -1.973 1.352 2.892
H -0.821 3.517 2.936
H -0.013 4.583 0.844
Na 1.911 -3.941 -3.685
C 3.184 2.218 2.951
C 4.082 2.902 3.954
O 5.362 3.272 3.369
C 5.387 4.374 2.653
O 4.488 5.126 2.429
C 6.827 4.620 2.149
F 7.379 3.511 1.646
F 7.610 5.040 3.159
F 6.853 5.553 1.202
H 3.687 1.359 2.509
H 2.268 1.881 3.434
H 2.910 2.880 2.131
H 4.328 2.225 4.770
H 3.610 3.782 4.389
Br 1.645 1.540 -0.409
F -2.907 1.647 4.542
```

Entry 5:
# C7H8NO5S

An isolated ion of composition C7H8NO5S and charge -1 (ωB97M-V/def2-TZVPD, the Open Molecules 2025 dataset).

multiplicity = 1
LUMO level = 3.5 eV
electronic energy = -1100.69924 hartree
SMILES string = N/C=C/C=C\C=C(\C(=O)O)S(=O)(=O)[O-]
energy relative to the best compared isomer or geometry (same formula, charge and spin) = 1.545 eV
E_HOMO = -4.51 eV
net charge = -1
Kohn-Sham gap = 8.02 eV

Geometry as XYZ:
```
22
C7H8NO5S (ωB97M-V/def2-TZVPD)
C -1.147 0.381 1.482
C -0.127 1.237 1.674
C -1.444 -0.391 0.310
C 1.038 1.449 0.838
C 3.045 0.906 -0.559
C -0.970 -0.176 -0.869
C 1.832 0.552 0.248
N -1.122 -0.988 -1.936
O 3.395 0.086 -1.494
O 3.396 -1.162 1.372
O 3.476 2.041 -0.483
O 0.908 -1.567 1.540
O 2.101 -2.042 -0.497
S 2.030 -1.160 0.735
H -1.966 0.243 2.261
H 0.099 1.831 2.546
H -2.174 -1.252 0.520
H 1.251 2.467 0.466
H -0.399 0.658 -1.209
H -1.329 -1.942 -1.743
H 3.156 -0.854 -1.205
H -0.503 -0.698 -2.675
```

Entry 6:
# C4H5N2O2S

A 2-piece molecular cluster, C4H5N2O2S overall (ωB97M-V/def2-TZVPD, the Open Molecules 2025 dataset).

multiplicity = 1
LUMO level = 3.7 eV
electronic energy = -813.63859 hartree
energy relative to the best compared isomer or geometry (same formula, charge and spin) = 1.222 eV
E_HOMO = -3.67 eV
net charge = -1
Kohn-Sham gap = 7.32 eV

Geometry as XYZ:
```
14
C4H5N2O2S (ωB97M-V/def2-TZVPD)
C -2.752 -1.607 -0.464
C -3.012 0.809 0.433
C 0.122 -0.269 0.709
C 0.366 0.086 -0.673
N -3.098 -0.514 -0.172
N -0.540 -1.333 0.956
O -2.423 -2.673 -0.868
O -3.088 0.857 1.644
S -2.643 1.922 -0.767
H 0.549 0.283 1.575
H 1.362 0.296 -0.826
H 0.104 1.091 -0.775
H -0.227 -0.496 -1.364
H -0.553 -1.613 1.878
```

The records above give, respectively, maximum force values of 1.6 0.3 3.2 2.0 4.0 3.1 eV Å⁻¹.